1.
The following is a DFT calculation (wB97M-V/def2-TZVPD) of a structure of composition C29H38N2NaO2PS.

## Properties
- multiplicity = 1

```
74
Properties=species:S:1:pos:R:3:forces:R:3
Na -0.116674 0.080868 -0.085309 -0.130 0.800 0.438
C 0.680779 -1.707872 2.426126 -0.008 -0.036 0.110
C 2.051521 -1.076135 2.176839 0.067 0.028 0.030
N 2.079816 -0.309447 0.948659 -0.133 0.004 -0.017
C 2.911111 0.866335 0.913460 0.047 -0.044 -0.024
C 2.482766 1.943902 1.916712 -0.011 0.032 0.058
S 0.696002 2.260475 2.059477 0.020 -0.079 -0.024
C 0.242273 1.281942 3.527126 0.060 -0.011 0.031
C -0.752806 0.137471 3.325005 0.013 -0.015 0.075
N -0.441776 -0.791178 2.259011 0.019 0.061 -0.230
H 0.698430 -2.166114 3.428038 -0.044 -0.013 -0.015
H 0.535903 -2.505515 1.695686 0.012 0.033 -0.014
H 2.789382 -1.888613 2.185335 0.033 -0.008 -0.014
H 2.325518 -0.426951 3.008510 -0.016 0.014 0.004
H 2.170161 -0.921789 0.134975 0.030 -0.026 -0.070
H 2.849737 1.280685 -0.096821 -0.008 -0.016 -0.002
H 3.978549 0.667229 1.105926 0.014 -0.007 -0.017
H 2.940428 2.891141 1.629973 -0.004 0.013 0.007
H 2.849422 1.723750 2.919811 -0.008 0.000 -0.002
H -0.196646 1.972426 4.247493 -0.017 0.020 0.007
H 1.166463 0.922331 3.975326 -0.008 0.002 -0.002
H -1.731502 0.569895 3.101999 0.007 -0.007 -0.018
H -0.842143 -0.359854 4.305625 -0.015 -0.020 -0.004
H -1.262049 -1.328278 2.014101 -0.009 0.004 0.034
O -0.392709 -1.901183 -0.819772 -0.326 -0.366 -0.020
C 0.756181 -2.028339 -1.292552 0.234 -0.057 -0.351
C 0.733270 -2.310506 -2.784801 0.048 -0.159 -0.071
C 1.134049 -3.570793 -3.237761 0.004 0.065 0.112
C 1.106489 -3.882837 -4.581940 0.003 -0.016 -0.041
C 0.718987 -2.922122 -5.512365 -0.013 0.034 -0.090
C 0.360290 -1.657516 -5.082990 0.055 -0.110 0.075
C 0.355196 -1.341117 -3.720930 0.024 -0.085 -0.006
P -0.101974 0.329509 -3.134804 0.146 -0.031 0.130
C -1.857748 0.451880 -3.608630 -0.112 0.004 0.031
C -2.434620 1.686425 -3.915232 -0.030 -0.034 -0.007
C -3.796570 1.790343 -4.153933 -0.004 0.039 -0.028
C -4.609317 0.667104 -4.068010 -0.024 0.013 -0.013
C -4.048830 -0.559319 -3.744074 0.022 -0.032 -0.001
C -2.682403 -0.669743 -3.519667 -0.033 0.066 -0.021
C 0.732014 1.408280 -4.355135 -0.061 0.062 -0.095
C 1.953879 1.953060 -3.966571 0.019 0.007 -0.038
C 2.686813 2.751565 -4.834385 0.026 -0.011 0.047
C 2.195567 3.028999 -6.099813 -0.005 0.023 -0.033
C 0.971480 2.504819 -6.495219 -0.011 0.002 -0.028
C 0.245599 1.699807 -5.631275 0.047 0.020 0.054
H 1.461867 -4.305624 -2.509353 -0.014 0.024 -0.012
H 1.395121 -4.872235 -4.917057 -0.003 0.012 0.012
H 0.709875 -3.157914 -6.569813 0.002 0.006 0.027
H 0.079952 -0.910096 -5.814054 -0.002 0.011 -0.008
H -1.812948 2.572404 -3.984976 -0.008 -0.015 0.021
H -4.223967 2.753115 -4.408116 -0.003 -0.016 0.007
H -5.672923 0.748748 -4.254404 0.013 0.002 0.001
H -4.673883 -1.441127 -3.671951 0.004 0.016 -0.003
H -2.252349 -1.630889 -3.266655 0.022 -0.016 0.001
H 2.336071 1.743336 -2.973360 -0.003 -0.001 0.001
H 3.638455 3.160755 -4.518580 -0.014 -0.005 -0.002
H 2.761920 3.657302 -6.776002 -0.014 -0.012 0.004
H 0.581795 2.721889 -7.482451 0.010 -0.001 0.018
H -0.711357 1.301962 -5.947176 0.024 0.007 -0.007
C -0.628955 3.736456 -1.107464 0.018 -0.092 -0.039
C -2.032212 3.287622 -0.766429 0.028 0.072 -0.034
O -2.027151 1.904381 -0.462985 0.173 -0.294 0.073
C -3.335859 1.355061 -0.426606 -0.128 0.050 -0.061
C -3.267073 -0.095474 -0.011479 0.061 0.006 -0.012
H -0.619856 4.795919 -1.366832 -0.027 -0.005 -0.004
H -0.242037 3.166264 -1.955815 -0.013 0.045 0.020
H 0.036136 3.585189 -0.257993 -0.003 0.015 -0.021
H -2.706932 3.465195 -1.612255 -0.016 0.011 -0.018
H -2.421368 3.847782 0.093496 -0.026 0.002 0.007
H -3.791055 1.446780 -1.420280 0.009 0.001 0.034
H -3.950967 1.929007 0.279979 0.002 0.004 -0.006
H -2.627904 -0.671368 -0.686184 -0.030 0.011 0.067
H -4.263749 -0.538320 -0.039595 0.012 0.012 -0.004
H -2.887756 -0.182938 1.008867 0.007 -0.012 -0.010
```
Forces are in eV/Å.

Mulliken population analysis, charges in e, atoms 1 to 6: Na 0.75; C -0.98; C -0.98; N 0.22; C -0.44; C -0.87

2.
The following is a DFT calculation (wB97M-V/def2-TZVPD) of a cluster of 14 separate species, C6H40O14 in total.

## Properties
- multiplicity = 1

```
60
Properties=species:S:1:pos:R:3:forces:R:3
C 0.196408 -0.045363 0.657915 0.048 0.380 0.538
O 0.937297 0.854143 1.521020 0.095 0.457 -0.268
C 0.980642 -1.337211 0.469597 0.198 0.023 -0.423
C 1.615074 -1.513349 -0.922618 -0.107 -0.223 0.068
C 0.669467 -2.147148 -1.958555 -0.071 0.246 0.013
C -0.235977 -1.155713 -2.717401 -0.252 -0.154 -0.024
C -1.693019 -1.175945 -2.245131 0.194 -0.171 -0.211
H -0.762666 -0.214736 1.146435 -0.083 -0.147 -0.113
H 0.003133 0.465273 -0.295015 0.016 -0.113 -0.012
H -1.333037 2.694003 1.258834 0.330 0.090 0.350
H 0.336587 -2.195191 0.662386 -0.034 -0.027 0.053
H 1.777716 -1.369992 1.211900 -0.117 0.074 0.194
H 2.495004 -2.151507 -0.806809 -0.048 0.002 -0.032
H 1.985102 -0.547202 -1.284484 0.056 -0.020 -0.029
H 0.020326 -2.854325 -1.438583 0.041 -0.118 0.012
H 1.230965 -2.751100 -2.676311 0.144 0.155 0.022
H 0.112921 -0.128554 -2.635782 0.326 0.120 0.097
H -0.197491 -1.372123 -3.790983 -0.152 -0.055 0.104
H -1.787645 -0.839708 -1.208593 0.043 0.077 -0.049
H -2.289446 -0.530556 -2.885341 -0.197 0.131 0.056
H -2.102356 -2.185037 -2.293763 -0.016 -0.024 -0.019
H 0.367407 1.689218 1.717211 0.163 -0.700 -0.268
H -0.044856 3.541132 1.252807 -0.171 0.008 0.171
O -0.554369 2.914978 1.818238 -0.278 0.192 -0.351
H 2.075162 -0.838967 4.080666 0.228 -0.013 -0.192
H 2.739248 -0.249637 2.862937 0.064 -0.099 0.115
O 2.904108 -0.892447 3.564505 -0.185 0.088 0.031
H -1.212033 2.862523 -3.139295 -0.355 0.175 -0.394
H 0.011082 2.289631 -2.427076 -0.339 0.003 0.050
O -0.953437 2.470306 -2.310271 0.771 -0.147 0.308
H -2.145719 -2.610110 0.205396 0.017 -0.021 0.023
H -1.633634 -3.851922 0.953058 -0.130 0.224 -0.539
O -1.946941 -3.542348 0.068601 0.105 -0.174 0.473
H 0.529027 4.012545 -0.886974 0.026 0.139 0.190
H 1.692380 3.583220 0.019463 -0.017 0.286 -0.040
O 0.960684 4.231718 -0.047397 -0.038 -0.148 -0.263
H -3.878197 -0.715933 0.457921 -0.108 -0.119 -0.022
H -2.968521 0.535609 0.606395 -0.178 -0.327 0.205
O -3.283997 -0.276467 1.069862 0.245 0.402 -0.191
H 2.136540 2.007830 -1.649018 0.111 0.118 -0.401
H 2.341888 2.758920 -3.005451 0.045 0.182 0.042
O 1.768969 2.124769 -2.564428 -0.048 -0.054 0.500
H -1.878128 2.144303 -0.870923 -0.369 0.181 0.019
H -3.191086 2.707731 -0.186518 0.267 -0.111 -0.131
O -2.441794 2.109027 -0.061486 -0.103 -0.041 -0.027
H 3.598774 2.033632 0.301506 -0.071 -0.120 0.090
H 2.081599 1.572295 0.596782 0.395 -0.006 0.154
O 2.686378 2.124539 0.011608 -0.252 -0.155 -0.130
H 2.405735 0.793418 -3.655719 -0.038 -0.495 -0.031
H 2.462153 -0.732746 -3.971203 0.163 0.596 -0.064
O 2.848940 0.127958 -4.208472 -0.107 -0.390 0.011
H -0.029817 -3.784333 2.844412 0.003 0.274 0.109
H -1.391439 -2.970464 2.929669 0.546 -0.277 0.094
O -0.976581 -3.828849 2.692564 -0.476 -0.051 -0.104
H -2.756010 -1.353804 3.997850 0.105 0.045 -0.196
H -2.482792 -0.890516 2.526946 -0.085 -0.222 0.268
O -2.081757 -1.342946 3.305118 -0.329 0.066 -0.077
H -0.530921 -0.573259 3.917456 0.322 0.320 -0.056
H 0.531608 0.391274 3.294831 -0.276 -0.366 0.370
O 0.281340 -0.070487 4.119708 -0.036 0.033 -0.074
```
Forces are in eV/Å.

natural (NBO) population analysis, charges in e, atoms 1 to 6: C -0.08; O -0.83; C -0.45; C -0.39; C -0.43; C -0.39

So what do the calculations give for HOMO-LUMO gap? Going down the list: 6.19; 10.20 eV.
So what do the calculations give for energy relative to the best compared isomer or geometry (same formula, charge and spin)? Going down the list: 25.01; 0.00 kJ/mol.